1.
Entry from the OMol25 dataset: a molecular structure, C47H44N6O7P2Ti (ωB97M-V/def2-TZVPD).

```
107
Properties=species:S:1:pos:R:3:forces:R:3
Ti -0.9674 1.6296 0.0242 0.86 -0.27 -0.04
O -2.9435 3.8478 -2.3708 -0.11 -0.14 0.16
C -2.8895 2.8640 -1.6857 -0.08 0.14 -0.33
N -2.6181 2.8617 -0.3036 0.25 -0.31 0.05
C -3.6084 2.3553 0.4919 -0.28 0.09 0.08
O -4.7362 2.0294 0.1733 0.07 0.10 -0.05
C -3.1258 2.2770 1.9126 0.00 0.12 0.23
C -3.9544 2.4383 3.0031 -0.21 -0.01 -0.07
C -3.3716 2.6015 4.2496 0.08 0.00 0.01
C -1.9884 2.6019 4.3521 -0.03 0.01 0.08
C -1.2362 2.3642 3.2178 0.14 -0.07 -0.02
N -1.7976 2.1737 2.0253 -0.11 0.19 -0.22
C -2.9364 1.4757 -2.2523 0.03 -0.22 0.06
C -3.5934 1.1694 -3.4221 -0.02 0.04 -0.02
C -3.5899 -0.1530 -3.8406 0.00 -0.04 -0.03
C -2.8927 -1.0937 -3.1021 -0.03 -0.01 -0.05
C -2.2158 -0.6938 -1.9633 0.14 0.06 0.05
N -2.2617 0.5660 -1.5256 0.09 0.04 0.10
H -5.0238 2.4822 2.8488 0.01 0.00 0.00
H -3.9831 2.7604 5.1276 -0.02 0.00 -0.01
H -1.4983 2.7714 5.2998 0.03 -0.01 -0.02
H -0.1568 2.3285 3.2506 0.02 0.00 0.01
H -4.0984 1.9542 -3.9668 0.00 0.00 0.00
H -4.1195 -0.4418 -4.7388 0.00 -0.01 0.00
H -2.8552 -2.1297 -3.4076 0.01 -0.01 0.01
H -1.6039 -1.3872 -1.3988 -0.05 0.07 -0.06
C 1.1050 -2.7964 2.3721 -0.01 0.04 0.04
N 0.7543 -1.8021 1.3469 -0.05 0.07 -0.15
P -0.6114 -0.8261 1.4993 -0.15 0.02 0.15
C -2.0502 -1.8769 1.1184 0.01 0.11 -0.01
C -3.3217 -1.3044 1.0809 0.00 -0.02 -0.01
C -4.4134 -2.0435 0.6549 0.01 0.02 0.01
C -4.2390 -3.3623 0.2517 0.04 0.02 0.02
C -2.9754 -3.9368 0.2843 -0.04 0.01 0.00
C -1.8817 -3.1960 0.7145 -0.02 -0.06 0.01
C -0.6890 -0.6165 3.3137 -0.03 -0.02 -0.03
C -1.8131 -0.9232 4.0728 0.01 0.00 -0.03
C -1.7969 -0.7386 5.4503 0.03 0.01 0.02
C -0.6566 -0.2616 6.0803 -0.08 -0.03 -0.04
C 0.4728 0.0370 5.3280 0.05 0.02 -0.02
C 0.4540 -0.1346 3.9539 -0.02 0.02 0.01
P 1.4284 -1.7555 -0.2679 0.08 -0.03 0.12
C 2.8877 -0.6696 -0.0490 -0.01 -0.08 -0.05
C 3.3938 -0.2652 1.1820 0.01 0.04 0.01
C 4.4582 0.6273 1.2499 -0.01 0.00 -0.02
C 5.0261 1.1249 0.0849 -0.03 -0.03 0.02
C 4.5306 0.7230 -1.1504 -0.02 -0.01 0.02
C 3.4669 -0.1649 -1.2137 0.05 0.00 -0.02
C 2.1991 -3.4095 -0.3872 -0.12 0.07 -0.08
C 1.4350 -4.3938 -1.0168 0.01 0.01 0.05
C 1.9096 -5.6924 -1.1382 0.03 0.04 0.02
C 3.1668 -6.0120 -0.6436 -0.04 0.03 -0.01
C 3.9421 -5.0344 -0.0333 0.03 -0.02 0.00
C 3.4635 -3.7391 0.0940 0.04 0.03 0.00
H 0.2593 -2.9740 3.0359 0.02 0.00 -0.02
H 1.9515 -2.4717 2.9822 -0.01 0.00 0.00
H 1.3703 -3.7403 1.9008 -0.01 -0.02 -0.01
H -3.4668 -0.2683 1.3720 -0.02 -0.05 -0.03
H -5.3922 -1.5834 0.6232 -0.01 -0.01 0.00
H -5.0888 -3.9389 -0.0884 0.00 -0.01 0.00
H -2.8395 -4.9644 -0.0263 0.00 -0.01 0.00
H -0.8951 -3.6429 0.7236 -0.01 -0.01 -0.01
H -2.7006 -1.3251 3.6006 0.01 0.01 0.01
H -2.6750 -0.9866 6.0322 0.00 0.00 0.01
H -0.6420 -0.1347 7.1547 0.00 0.00 0.01
H 1.3700 0.3967 5.8154 0.00 0.00 0.00
H 1.3351 0.1009 3.3662 0.02 0.01 0.01
H 2.9606 -0.6532 2.0958 0.00 0.00 -0.01
H 4.8505 0.9274 2.2136 0.00 0.00 0.00
H 5.8561 1.8171 0.1383 0.00 0.00 0.00
H 4.9709 1.1058 -2.0622 0.00 0.00 0.00
H 3.0707 -0.4653 -2.1785 0.02 0.00 0.01
H 0.4596 -4.1287 -1.4130 0.00 -0.02 -0.02
H 1.3079 -6.4480 -1.6258 0.00 -0.01 0.00
H 3.5475 -7.0198 -0.7431 0.00 -0.01 0.01
H 4.9259 -5.2830 0.3427 0.00 0.00 0.00
H 4.0792 -2.9805 0.5639 -0.02 -0.02 0.00
C 0.7101 -2.5862 -4.9879 0.00 0.08 -0.02
C 0.8968 -1.1700 -4.5667 0.00 -0.01 -0.04
N 0.5753 -0.6676 -3.3986 0.03 0.05 0.01
C 0.9009 0.6658 -3.4598 -0.02 -0.08 0.17
C 1.4295 0.9670 -4.6983 -0.09 0.19 0.18
N 1.4210 -0.2107 -5.3736 0.04 -0.15 -0.12
C 1.9830 2.1590 -5.4048 0.03 -0.14 -0.08
O 1.8938 3.3246 -4.8022 -0.01 0.16 0.07
O 2.4853 2.0090 -6.4911 -0.03 0.00 0.03
C 0.7063 1.5812 -2.3159 0.08 -0.11 0.00
O 0.7559 2.7997 -2.4771 -0.03 0.18 0.07
O 0.4838 1.0463 -1.1409 -0.55 0.27 -0.25
H 0.4358 -3.1794 -4.1199 0.01 0.00 0.03
H 1.6253 -2.9937 -5.4174 0.00 -0.01 0.00
H -0.0816 -2.6703 -5.7341 0.01 -0.01 -0.01
H 1.7814 -0.2935 -6.3146 -0.01 0.00 0.03
H 1.4192 3.2458 -3.9351 0.00 -0.06 -0.02
C 2.2845 4.5057 0.0460 -0.04 0.06 -0.01
C 1.1737 5.4718 0.4611 0.02 -0.02 0.01
C -0.0825 4.6447 0.2523 0.09 0.08 -0.07
O 0.3435 3.2625 0.4903 -0.12 -0.22 0.15
C 1.7927 3.1963 0.6200 0.07 -0.04 -0.09
H 3.2625 4.7814 0.4358 0.00 0.00 0.01
H 2.3412 4.4329 -1.0401 0.01 0.00 0.00
H 1.1542 6.3824 -0.1342 0.00 0.00 0.00
H 1.2810 5.7489 1.5116 0.00 0.01 0.00
H -0.4490 4.7117 -0.7725 0.00 -0.05 0.03
H -0.8912 4.8698 0.9441 -0.01 -0.04 0.00
H 2.1415 2.3137 0.0861 -0.05 0.01 0.03
H 2.0315 3.1027 1.6826 -0.02 -0.02 0.02
```
Forces are in eV/Å.

Output
* spin multiplicity: 2
* molecular weight: 914.7 g mol⁻¹
* frontier orbital gap (alpha / beta): 0.269 / 0.274 hartree
* electronic energy: -4204.86900 Eh
* energy above the lowest of the compared OMol25 structures with the same formula, charge and spin: 24.9 kcal per mole
* net charge: +1

2.
Entry from the OMol25 dataset: a molecular structure, C47H45BrCoN7O3STe (ωB97M-V/def2-TZVPD).

```
106
Properties=species:S:1:pos:R:3:forces:R:3
Co 0.7287 -2.9274 -0.1501 -0.25 -0.37 -0.55
Br 7.0229 -1.0598 2.3042 -0.02 0.02 0.00
C 5.1810 -1.2030 2.0044 0.03 0.00 0.04
C 4.3488 -1.6156 3.0541 -0.01 -0.01 -0.03
C 2.9999 -1.7391 2.8472 0.00 0.06 0.04
C 2.4420 -1.4607 1.5646 -0.04 0.25 -0.06
C 3.3166 -1.0336 0.5218 0.09 -0.09 -0.08
C 4.6633 -0.9078 0.7399 -0.03 0.02 -0.01
N 1.1467 -1.5683 1.2548 -0.04 -0.06 0.56
C 0.1611 -1.8076 2.3019 -0.27 -0.19 -0.17
C -1.8257 -1.9158 0.8905 -0.01 -0.20 0.03
C -3.1209 -1.4038 0.6254 0.07 0.01 0.08
C -3.8945 -1.9642 -0.3559 -0.05 0.05 0.02
C -3.4155 -3.0662 -1.0656 -0.04 -0.01 -0.09
C -2.1435 -3.4965 -0.7996 0.22 -0.10 0.14
N -1.3318 -2.9263 0.1146 -0.20 0.54 0.18
H 4.7772 -1.8416 4.0212 0.02 -0.02 -0.03
H 2.3717 -2.0901 3.6556 0.02 0.04 -0.02
H 2.8811 -0.8005 -0.4446 -0.02 -0.03 0.04
H 5.3201 -0.5822 -0.0547 0.02 0.00 0.03
H 0.4145 -1.2658 3.2150 0.06 -0.08 0.07
H -3.4693 -0.5849 1.2435 -0.04 -0.03 -0.03
H -4.8772 -1.5624 -0.5725 0.02 -0.02 0.05
H -3.9958 -3.5451 -1.8403 0.00 -0.01 0.04
H -1.7254 -4.3386 -1.3379 0.05 0.08 -0.09
N 1.2438 1.8105 -7.5597 0.08 -0.07 0.12
C 0.9042 1.0356 -6.4809 0.00 0.02 -0.03
C 0.6353 -0.3311 -6.6418 0.06 0.03 -0.06
C 0.3007 -1.1124 -5.5576 -0.01 0.05 0.06
C 0.2373 -0.5405 -4.2915 -0.06 0.06 0.00
C 0.5191 0.8093 -4.1105 0.02 -0.09 0.02
C 0.8485 1.5931 -5.1954 0.09 0.05 -0.05
S -0.3899 -1.4723 -2.9535 -0.21 0.09 0.26
O -1.0542 -0.5498 -2.0557 0.05 -0.20 -0.35
O -1.1471 -2.5709 -3.4945 0.12 0.00 -0.06
N 0.8371 -2.0461 -2.0438 0.14 -0.49 -0.11
C 1.6247 -3.0520 -2.5105 0.24 0.05 -0.17
N 1.9454 -3.2433 -3.7932 0.03 -0.08 0.06
C 2.8372 -4.1931 -4.0401 -0.11 0.15 0.03
C 3.4403 -4.9589 -3.0456 0.08 -0.04 -0.08
C 3.0043 -4.7466 -1.7599 -0.12 -0.01 0.23
N 2.0824 -3.8216 -1.4837 0.01 0.19 -0.10
H 1.1501 1.4415 -8.4872 -0.05 0.02 -0.02
H 1.2662 2.8084 -7.4644 -0.02 0.01 -0.04
H 0.6873 -0.7654 -7.6333 -0.02 -0.02 0.03
H 0.0758 -2.1635 -5.6711 -0.02 0.03 -0.04
H 0.4659 1.2338 -3.1151 -0.05 0.04 -0.05
H 1.0665 2.6476 -5.0672 -0.01 -0.03 0.03
H 3.0859 -4.3431 -5.0855 0.03 -0.02 0.02
H 4.1970 -5.6956 -3.2691 -0.05 -0.01 -0.02
H 3.3758 -5.3266 -0.9238 -0.02 0.00 0.00
C -5.6713 5.2273 1.0546 0.06 -0.03 -0.03
C -4.5353 4.2476 0.9397 -0.05 -0.07 -0.08
C -3.5700 4.1387 1.9317 0.01 0.07 0.03
C -2.5114 3.2451 1.8338 0.06 -0.08 0.08
C -1.5177 3.1946 2.9707 -0.07 0.01 -0.21
C -2.4263 2.4321 0.6910 0.08 -0.10 0.41
Te -0.8000 1.0764 0.4820 -0.04 0.51 -0.16
N -1.1513 -1.3507 1.9196 0.07 0.20 0.08
C 0.0952 -3.3287 2.5643 0.05 0.13 -0.06
O 0.5768 -4.0927 1.7348 0.02 0.04 0.00
C -0.6467 -3.8238 3.7312 0.06 -0.08 0.06
C -0.4818 -3.2436 4.9855 0.05 0.09 0.04
C -1.0823 -3.8164 6.0944 -0.02 0.01 0.04
C -1.8890 -4.9364 5.9444 0.03 -0.01 -0.05
C -2.0956 -5.4862 4.6843 -0.02 0.01 0.01
C -1.4640 -4.9417 3.5805 0.01 -0.08 -0.04
C 0.7032 2.5865 0.5949 0.14 -0.08 0.10
C 1.6973 2.5366 1.5816 -0.09 -0.04 0.06
C 1.6701 1.5794 2.7510 0.02 0.14 -0.15
C 2.7376 3.4596 1.5332 0.01 0.00 0.03
C 2.8161 4.4272 0.5424 0.05 0.00 0.06
C 3.9770 5.3823 0.4826 -0.03 -0.05 0.03
C 1.8055 4.4694 -0.4086 0.01 0.07 -0.09
C 0.7516 3.5665 -0.4107 -0.15 -0.11 -0.09
C -0.2991 3.6979 -1.4903 0.15 -0.01 0.17
C -3.4020 2.4924 -0.3118 0.02 -0.10 -0.19
C -3.3828 1.6443 -1.5636 0.08 0.07 0.20
C -4.4337 3.4132 -0.1671 -0.02 0.06 0.03
H -5.7239 5.6625 2.0514 0.00 -0.01 -0.01
H -6.6231 4.7427 0.8357 0.00 0.01 0.02
H -5.5471 6.0399 0.3359 -0.01 0.00 0.02
H -3.6465 4.7608 2.8183 0.00 -0.03 -0.04
H -1.9970 3.4866 3.9043 0.01 -0.01 -0.02
H -0.6864 3.8802 2.7875 0.01 -0.03 0.00
H -1.1043 2.1938 3.0974 -0.01 -0.02 0.06
H 0.1411 -2.3638 5.1083 -0.03 -0.05 0.00
H -0.9166 -3.3928 7.0765 -0.03 0.01 -0.03
H -2.3539 -5.3868 6.8118 -0.02 0.03 -0.01
H -2.7393 -6.3475 4.5639 0.00 0.01 0.02
H -1.6090 -5.3630 2.5932 0.06 -0.03 0.04
H 0.9874 0.7492 2.5814 -0.03 -0.02 0.05
H 1.3409 2.1019 3.6524 -0.01 -0.02 0.00
H 2.6650 1.1762 2.9486 -0.02 0.01 -0.02
H 3.5014 3.4233 2.3049 -0.01 0.00 -0.05
H 4.4567 5.4768 1.4565 0.00 0.02 -0.02
H 3.6626 6.3719 0.1519 0.00 -0.01 0.01
H 4.7280 5.0211 -0.2233 0.00 0.02 0.00
H 1.8395 5.2268 -1.1864 0.01 -0.03 0.02
H -1.0664 4.4146 -1.1898 -0.04 -0.03 0.00
H -0.7994 2.7516 -1.6946 0.00 -0.01 -0.10
H 0.1513 4.0520 -2.4177 -0.01 0.01 0.01
H -2.7318 0.7742 -1.4891 -0.10 0.04 -0.06
H -3.0397 2.2379 -2.4156 -0.01 -0.02 0.00
H -4.3910 1.2987 -1.7927 0.01 0.00 -0.02
H -5.1842 3.4741 -0.9495 0.00 -0.02 0.03
```
Forces are in eV/Å.

Output
* spin multiplicity: 6
* molecular weight: 1054.4 g mol⁻¹
* frontier orbital gap (alpha / beta): 0.277 / 0.168 hartree
* electronic energy: -7049.78935 Eh
* energy above the lowest of the compared OMol25 structures with the same formula, charge and spin: 14.9 kcal per mole
* net charge: +1

3.
Entry from the OMol25 dataset: a molecular structure, C47H45MoN5P2S2 (ωB97M-V/def2-TZVPD).

```
102
Properties=species:S:1:pos:R:3:forces:R:3
Mo 0.6734 0.7143 0.4529 -0.40 -0.28 0.36
S -1.5052 0.6121 -0.6714 -0.18 0.14 -0.04
C -1.7621 -0.9589 -1.3041 0.34 -0.09 0.02
N -2.8222 -1.2682 -1.9769 -0.17 -0.11 -0.11
C -2.9363 -2.5903 -2.6334 -0.02 0.05 -0.05
C -2.2970 -3.6373 -1.7793 0.03 -0.02 0.01
N -0.9122 -3.2281 -1.4493 -0.10 -0.21 0.13
C 0.1044 -4.3283 -1.4392 -0.03 -0.02 -0.02
C 0.1140 -5.0254 -2.7715 0.01 0.03 0.02
C -0.2769 -6.3551 -2.8694 0.03 -0.03 -0.01
C -0.2407 -6.9965 -4.1013 -0.02 -0.01 0.02
C 0.1669 -6.3046 -5.2315 -0.01 0.01 -0.02
C 0.5610 -4.9741 -5.1352 -0.03 0.02 0.00
C 0.5322 -4.3340 -3.9071 0.02 0.01 -0.03
C -0.6754 -2.0010 -1.1205 -0.16 0.26 -0.06
S 0.8517 -1.5115 -0.5062 0.25 0.16 -0.11
C -4.0051 -0.3789 -2.1649 0.02 0.01 -0.02
C -5.2006 -0.9847 -1.4767 0.01 0.00 -0.01
C -5.1766 -1.2047 -0.1008 -0.01 0.00 0.02
C -6.2869 -1.7336 0.5362 0.02 -0.04 -0.01
C -7.4259 -2.0442 -0.1998 0.00 0.00 0.02
C -7.4495 -1.8320 -1.5690 0.01 -0.01 -0.03
C -6.3330 -1.3099 -2.2116 -0.05 0.01 0.00
H -2.4642 -2.5196 -3.6166 0.01 0.02 0.00
H -3.9942 -2.8068 -2.7666 -0.02 0.03 0.04
H -2.2520 -4.5863 -2.3083 0.05 0.01 -0.03
H -2.8373 -3.7785 -0.8401 0.02 0.00 0.02
H -0.1717 -5.0131 -0.6352 -0.05 0.03 0.02
H 1.0705 -3.8903 -1.2061 -0.01 0.04 0.03
H -0.5917 -6.9008 -1.9867 0.02 0.00 0.00
H -0.5233 -8.0378 -4.1748 -0.03 0.01 0.00
H 0.1781 -6.8013 -6.1923 0.05 -0.01 0.01
H 0.9019 -4.4466 -6.0159 -0.03 0.00 -0.01
H 0.8508 -3.2974 -3.8318 0.03 -0.02 0.01
H -4.1732 -0.2996 -3.2398 0.05 -0.03 -0.02
H -3.7613 0.6072 -1.7817 0.05 0.00 0.00
H -4.2903 -0.9518 0.4770 -0.01 0.02 0.00
H -6.2744 -1.9032 1.6047 -0.01 0.01 0.00
H -8.2967 -2.4488 0.2980 0.01 0.00 0.00
H -8.3362 -2.0703 -2.1404 0.00 0.00 0.00
H -6.3588 -1.1407 -3.2823 0.00 0.02 0.01
N 2.5981 3.0531 1.1815 0.31 0.07 -0.11
P 3.0445 1.4140 1.0691 -0.19 0.45 -0.67
C 4.6269 1.2418 1.8512 -0.17 -0.23 0.23
C 4.6808 1.3684 3.2461 0.03 -0.01 -0.02
C 5.9087 1.3412 3.8806 -0.02 -0.02 0.00
C 7.0695 1.1707 3.1317 0.00 -0.01 0.00
C 7.0103 1.0264 1.7512 0.00 -0.02 -0.02
C 5.7884 1.0535 1.0982 0.04 0.06 0.03
C 3.1749 1.1032 -0.7159 0.45 -0.16 -0.08
C 3.5295 -0.2030 -1.1081 0.09 0.04 0.07
C 3.7796 -0.4985 -2.4330 -0.03 0.01 -0.01
C 3.7005 0.5098 -3.3902 0.01 0.02 -0.03
C 3.3917 1.8160 -3.0218 -0.02 -0.06 -0.04
C 3.1403 2.1157 -1.6959 -0.07 0.00 0.10
P 1.0966 3.1964 0.4470 -0.01 -0.23 0.87
C 0.8899 4.8523 -0.1537 -0.04 -0.33 -0.32
C 0.9145 5.8645 0.8139 -0.05 0.09 -0.07
C 0.8400 7.1788 0.3893 -0.01 0.01 0.02
C 0.7296 7.4730 -0.9681 0.03 -0.01 0.03
C 0.7006 6.4592 -1.9170 -0.01 -0.05 -0.01
C 0.7817 5.1348 -1.5154 0.02 0.07 -0.05
C -0.1057 2.8469 1.7486 -0.05 0.15 -0.08
C 0.2174 2.8165 3.1211 0.12 -0.09 -0.04
C -0.7833 2.8978 4.0634 -0.05 -0.03 0.00
C -2.1138 3.0221 3.6542 0.01 0.00 0.01
C -2.4517 3.0775 2.3039 0.01 -0.03 0.01
C -1.4536 2.9999 1.3531 -0.05 0.04 0.10
H 3.2893 3.7985 1.1737 -0.05 0.06 -0.02
H 3.7747 1.4998 3.8280 0.00 0.01 0.00
H 5.9659 1.4479 4.9552 0.01 0.00 0.00
H 8.0291 1.1464 3.6309 0.00 0.01 0.00
H 7.9192 0.8962 1.1797 0.00 -0.01 0.01
H 5.7516 0.9479 0.0220 -0.01 0.02 0.00
H 3.6552 -0.9759 -0.3552 -0.04 -0.02 -0.01
H 4.0567 -1.5033 -2.7233 0.03 0.01 0.01
H 3.9142 0.2846 -4.4273 0.01 0.00 0.01
H 3.3888 2.6019 -3.7651 -0.02 0.00 0.00
H 2.9903 3.1525 -1.4136 -0.02 -0.01 -0.01
H 0.9877 5.6387 1.8716 -0.01 -0.01 0.00
H 0.8626 7.9772 1.1187 0.00 0.01 -0.01
H 0.6677 8.5056 -1.2854 0.00 0.00 0.00
H 0.6188 6.6988 -2.9684 -0.02 0.01 0.01
H 0.7602 4.3407 -2.2523 0.00 -0.01 0.01
H 1.2552 2.7654 3.4273 0.00 -0.01 -0.01
H -0.5387 2.8993 5.1173 -0.01 0.00 0.00
H -2.8947 3.1035 4.4005 0.01 0.02 0.00
H -3.4820 3.2167 2.0046 0.00 0.01 0.00
H -1.7039 3.1237 0.3048 0.00 0.02 0.00
N -1.0050 -1.8886 5.8991 0.01 0.04 0.00
C -0.6713 -1.3540 4.7329 0.00 -0.01 0.04
C -1.6341 -0.7920 3.8591 -0.02 -0.02 -0.01
C -1.2479 -0.2584 2.6678 0.01 0.01 -0.05
N 0.0430 -0.2226 2.2390 0.10 0.14 0.07
C 0.9726 -0.7697 3.0784 -0.04 -0.03 -0.11
C 0.6735 -1.3197 4.2841 -0.01 -0.03 0.02
H -1.9603 -1.9099 6.2192 -0.01 -0.01 -0.01
H -0.3124 -2.2846 6.5151 0.01 -0.01 0.00
H -2.6827 -0.7819 4.1264 0.01 -0.01 0.00
H -1.9870 0.1642 2.0026 0.01 0.05 0.00
H 1.9958 -0.7790 2.7312 0.01 0.04 0.00
H 1.4681 -1.7415 4.8853 -0.01 -0.01 -0.01
```
Forces are in eV/Å.

Output
* spin multiplicity: 3
* molecular weight: 901.9 g mol⁻¹
* frontier orbital gap (alpha / beta): 0.181 / 0.193 hartree
* electronic energy: -3637.78597 Eh
* energy above the lowest of the compared OMol25 structures with the same formula, charge and spin: 8.4 kcal per mole
* net charge: +4